87
Properties=species:S:1:pos:R:3:lowdin_charge:R:1 method="wB97M-V/def2-TZVPD" gap_ev=5.622 total_charge=+1 relative_energy_kcal_mol=19.86 homo_energy_ev=-8.92 lumo_ev=-3.300
Cd -0.0203 -0.4626 -0.2117 1.263
C 3.8728 1.6619 0.2484 -0.062
C 2.7310 1.4311 -0.5266 -0.149
N 2.1433 0.2984 -0.1615 -0.016
N 2.8887 -0.2242 0.8255 -0.043
C 3.9330 0.5736 1.0977 -0.078
B 2.5034 -1.5880 1.4537 -0.515
N 2.0978 -2.5379 0.3025 -0.050
C 2.8841 -3.4649 -0.2660 -0.074
C 2.1565 -4.1169 -1.2408 -0.056
C 0.9055 -3.4983 -1.2054 -0.151
N 0.8794 -2.5428 -0.2801 -0.033
N 1.3004 -1.3482 2.3931 -0.041
C 1.2286 -1.5498 3.7185 -0.075
C 0.0266 -1.0440 4.1733 -0.060
C -0.5897 -0.5342 3.0266 -0.144
N 0.1880 -0.7217 1.9675 -0.051
H 4.5556 2.4911 0.1851 0.086
H 2.3319 2.0175 -1.3371 0.101
H 4.6406 0.3165 1.8681 0.120
H 3.4251 -2.0367 2.0654 0.117
H 3.9011 -3.6045 0.0592 0.123
H 2.4749 -4.9196 -1.8819 0.093
H 0.0293 -3.7341 -1.7853 0.094
H 2.0245 -2.0440 4.2492 0.121
H -0.3444 -1.0470 5.1826 0.091
H -1.5466 -0.0499 2.9170 0.106
C -1.5356 6.4331 -3.6714 -0.058
C -0.1285 5.8488 -3.5818 -0.186
N -0.0487 4.7930 -2.5763 -0.035
C -0.1951 3.5015 -2.9814 0.034
C -0.2769 2.4187 -2.1740 -0.037
C -0.4165 1.0593 -2.8750 -0.669
O -1.0731 1.0385 -3.9093 0.034
O 0.1951 0.0724 -2.3388 -0.198
C -0.2875 2.6150 -0.7411 -0.336
O -0.4952 1.7558 0.1235 -0.111
C -0.0290 4.0022 -0.3244 -0.049
C 0.1439 4.2663 1.0303 0.091
C 0.3818 5.5334 1.4788 -0.183
F 0.5550 5.6756 2.8185 0.048
C 0.4295 6.6421 0.6101 -0.122
C 0.2577 6.3644 -0.7400 0.050
C 0.0575 5.0660 -1.2316 -0.126
N 0.5703 7.9808 1.0596 -0.080
C 0.9397 8.2435 2.4570 -0.129
C 1.0351 9.7496 2.6984 -0.086
N -0.0122 10.3883 1.8490 0.064
C 0.4138 10.3234 0.4157 -0.073
C 1.1243 8.9842 0.1693 -0.132
H -1.5687 7.2243 -4.4201 0.080
H -1.8556 6.8438 -2.7132 0.070
H -2.2400 5.6537 -3.9601 0.087
H 0.6089 6.6214 -3.3621 0.111
H 0.1454 5.4109 -4.5395 0.125
H -0.2548 3.3428 -4.0511 0.149
H 0.0937 3.4479 1.7369 0.145
H 0.2755 7.1730 -1.4528 0.084
H 1.8859 7.7773 2.7473 0.144
H 0.1646 7.8428 3.1053 0.130
H 1.9979 10.1686 2.4127 0.138
H 0.8631 9.9702 3.7491 0.143
H -0.2018 11.3499 2.1276 0.189
H -0.8691 9.8424 1.9640 0.188
H 1.0926 11.1503 0.2130 0.140
H -0.4678 10.4366 -0.2117 0.139
H 2.2061 9.0960 0.3161 0.140
H 0.9723 8.7084 -0.8666 0.112
C -5.2460 -1.7110 -2.6160 -0.027
N -3.8695 -1.9796 -2.9575 -0.070
C -2.7860 -1.3991 -2.3938 -0.709
Se -2.7539 -0.3363 -0.8924 0.666
N -1.6890 -1.8576 -3.0262 0.121
C -2.0559 -2.7733 -3.9959 -0.169
C -1.3119 -3.5914 -4.8318 -0.004
C -2.0098 -4.5030 -5.6089 -0.084
C -3.4017 -4.5854 -5.5620 -0.085
C -4.1461 -3.7644 -4.7300 -0.006
C -3.4486 -2.8656 -3.9399 -0.155
H -5.2592 -0.9720 -1.8193 0.040
H -5.7396 -2.6227 -2.2784 0.101
H -5.7736 -1.3148 -3.4837 0.102
H -0.8160 -1.3129 -2.9702 0.101
H -0.2322 -3.5305 -4.8602 0.116
H -1.4619 -5.1745 -6.2559 0.104
H -3.9074 -5.3196 -6.1743 0.104
H -5.2252 -3.8295 -4.6905 0.112

79
Properties=species:S:1:pos:R:3:mulliken_spin:R:1 method="wB97M-V/def2-TZVPD" gap_ev="3.183 / 4.667" multiplicity=4 total_charge=-2 homo_energy_ev="1.21 / -0.27" lumo_ev="4.397 / 4.396"
Co 0.2071 -0.9528 1.9560 1.804
C 1.6731 5.8790 1.5417 0.001
C 1.4080 4.5546 1.5562 -0.001
S 1.0761 -0.0322 3.7170 0.094
C 2.8044 -0.5277 3.5673 -0.003
C 3.5275 0.4909 2.7604 0.004
S 4.4324 -0.3086 1.3787 0.001
C 4.6904 0.9856 0.0680 0.010
C 3.5099 1.4980 -0.7161 -0.007
S 1.2196 0.2281 0.4995 -0.098
H 2.6803 6.2427 1.5799 0.000
H 0.9424 6.6796 1.5417 0.000
H 0.4260 4.1182 1.6415 0.001
H 2.2974 3.9029 1.4499 0.000
H 2.8666 -1.5297 3.1558 0.001
H 3.2646 -0.4205 4.5872 0.006
H 4.3170 0.9978 3.3300 -0.004
H 2.8519 1.2431 2.4443 0.005
H 5.4737 0.5573 -0.5540 -0.010
H 5.1735 1.7943 0.5833 0.001
H 3.8672 2.2888 -1.4134 -0.001
H 2.7667 1.9602 -0.0294 0.007
C 2.5236 -4.1167 0.2547 -0.013
C 1.7605 -2.8881 0.1858 0.205
N 0.8010 -2.6811 1.1281 0.311
N 0.5191 -3.7573 1.8857 -0.039
C -0.5404 -3.5745 2.6428 0.097
N -0.8324 -4.6179 3.4299 0.034
S -1.3939 -2.1247 2.7587 0.042
C 2.0987 -1.9523 -0.9083 0.096
C 2.9308 -2.4778 -1.9199 0.136
C 3.7778 -1.6059 -2.5948 -0.088
C 3.5941 -0.2768 -2.5520 0.201
C 2.7156 0.4266 -1.5990 -0.008
N 1.9768 -0.5825 -0.8023 0.038
H 2.4459 -4.4364 1.2936 0.012
H 3.5793 -3.8639 -0.0546 -0.011
H 2.1015 -4.9238 -0.3333 0.022
H -0.3277 -5.4919 3.2943 -0.002
H -1.7114 -4.6476 3.9402 0.000
H 2.9138 -3.5310 -2.1165 0.035
H 4.6739 -2.0780 -3.0742 0.015
H 4.1404 0.3371 -3.2719 0.016
H 1.9827 1.0354 -2.1195 0.001
C -0.4256 -0.0262 0.5077 0.077
Ge -1.9932 0.5264 -0.4786 -0.034
C -1.9237 2.3012 -1.2157 0.005
C -2.7193 3.2639 -0.5775 0.003
C -2.4007 4.6147 -0.7580 -0.001
C -1.5393 5.0128 -1.7763 0.000
C -1.0547 4.0443 -2.6518 0.000
C -1.2305 2.6927 -2.3572 -0.002
C -3.5723 0.1729 0.6019 0.011
C -4.6561 -0.5262 0.1414 0.001
C -5.7169 -0.9015 0.9887 0.004
C -5.6268 -0.5561 2.3329 0.000
C -4.4936 0.1118 2.8157 0.005
C -3.4922 0.4815 1.9422 0.002
C -2.1294 -0.8493 -1.9328 -0.003
C -1.8216 -2.2088 -1.7585 0.009
C -2.2031 -3.1719 -2.6524 0.001
C -2.7226 -2.7839 -3.9100 0.001
C -2.9497 -1.4361 -4.1533 0.000
C -2.7250 -0.5064 -3.1500 0.002
H -3.4332 2.8833 0.1593 -0.002
H -2.8593 5.4100 -0.1210 0.000
H -1.2861 6.0711 -1.9143 0.000
H -0.3660 4.2843 -3.4440 0.000
H -0.8063 1.9636 -3.0683 0.001
H -4.6689 -0.9332 -0.8547 0.000
H -6.5273 -1.4656 0.6054 0.000
H -6.4144 -0.8801 3.0282 -0.001
H -4.4163 0.3177 3.8864 -0.001
H -2.6386 1.0508 2.3037 0.013
H -1.1854 -2.4450 -0.9376 -0.009
H -2.0540 -4.2212 -2.4103 0.000
H -2.8356 -3.5144 -4.7094 0.000
H -3.3449 -1.1192 -5.1394 0.000
H -2.9726 0.5215 -3.4556 0.001

79
Properties=species:S:1:pos:R:3:lowdin_charge:R:1 method="wB97M-V/def2-TZVPD" gap_ev=6.143 total_charge=0 relative_energy_kcal_mol=0.00 homo_energy_ev=-7.13 lumo_ev=-0.983
C -6.9433 -0.3202 -1.0215 -0.042
C -5.5167 -0.3006 -1.4359 -0.270
C -5.0246 0.8124 -2.1093 -0.005
C -3.6746 0.9134 -2.4453 -0.186
C -3.2623 2.2605 -2.9581 -0.045
C -2.8174 -0.1833 -2.2236 -0.101
N -1.4585 -0.1881 -2.7152 0.072
C -0.3480 -0.3495 -1.9948 -0.222
N 0.7705 -0.0183 -2.6456 0.112
C 2.1483 0.0758 -2.1712 -0.066
C 2.6400 -0.8912 -1.2734 -0.169
C 1.8421 -1.8986 -0.5528 -0.007
C 4.0093 -0.9014 -1.0455 0.004
C 4.8541 0.1000 -1.5080 -0.242
C 6.2745 0.1240 -1.0459 -0.031
C 4.3637 1.0234 -2.4233 0.002
C 3.0141 1.0176 -2.7631 -0.197
C 2.6116 2.0573 -3.7483 -0.052
C 0.3748 0.2233 -4.0367 -0.083
C -1.0671 -0.1365 -4.1102 -0.066
C -3.3212 -1.3205 -1.5879 -0.196
C -2.4600 -2.4972 -1.3455 -0.019
C -4.6440 -1.3421 -1.1474 0.015
H -7.1620 -1.2883 -0.5669 0.082
H -7.1486 0.4760 -0.2912 0.094
H -7.6091 -0.1572 -1.8797 0.092
H -5.6935 1.6531 -2.3256 0.133
H -2.2537 2.5506 -2.6441 0.084
H -3.3572 2.3976 -4.0451 0.088
H -3.9457 3.0047 -2.5364 0.084
H 2.3806 -2.1891 0.3422 0.067
H 0.9727 -1.4701 -0.1428 0.058
H 1.5987 -2.7739 -1.1499 0.108
H 4.4377 -1.6990 -0.4435 0.110
H 6.7947 0.9985 -1.4622 0.085
H 6.2975 0.1722 0.0565 0.056
H 6.7925 -0.8015 -1.3504 0.100
H 5.0229 1.7621 -2.8755 0.126
H 3.1635 2.9775 -3.5325 0.094
H 2.8649 1.7561 -4.7719 0.103
H 1.5572 2.3114 -3.6796 0.058
H 0.3899 1.2884 -4.2510 0.103
H 1.0095 -0.3503 -4.7239 0.160
H -1.2015 -1.0893 -4.6053 0.140
H -1.6013 0.6755 -4.5941 0.130
H -3.0131 -3.1772 -0.6991 0.094
H -2.1352 -3.0171 -2.2525 0.099
H -1.5677 -2.2175 -0.7921 0.071
H -5.0067 -2.1947 -0.5646 0.131
C -4.0629 2.3330 3.0022 -0.103
C -3.3259 2.5747 4.1625 -0.086
C -2.4281 1.6222 4.6457 -0.063
C -2.1926 0.4436 3.9405 -0.252
S -1.0926 -0.7868 4.6951 0.569
N 0.4105 -0.5408 4.0884 -0.348
F -0.4729 -0.5266 -0.6987 0.185
S 1.6813 -1.4966 4.4933 0.567
C 3.1578 -0.8613 3.6447 -0.240
C 3.7188 -1.5290 2.5484 -0.067
C 4.9663 -1.1456 2.0608 -0.111
C 5.6619 -0.0731 2.6190 -0.099
C 5.1222 0.5584 3.7407 -0.075
C 3.9043 0.1356 4.2740 -0.057
O 2.0663 -1.2556 5.8825 -0.346
O 1.5530 -2.8422 3.9799 -0.344
O -1.1510 -0.3883 6.0988 -0.350
O -1.6708 -2.0540 4.2694 -0.353
C -2.9609 0.1742 2.7959 -0.065
C -3.8597 1.1326 2.3106 -0.099
H -4.7808 3.0667 2.6236 0.097
H -3.4469 3.5153 4.7096 0.104
H -1.9117 1.7903 5.5798 0.108
H 3.1969 -2.3623 2.1070 0.089
H 5.4230 -1.6968 1.2384 0.088
H 6.6118 0.2491 2.1839 0.095
H 5.6681 1.3744 4.2209 0.105
H 3.5403 0.5673 5.1956 0.112
H -2.8658 -0.7785 2.2945 0.098
H -4.4123 0.9414 1.3828 0.086

Number 1: calculated total energy -4800.99704 Ha. Number 2: calculated total energy -6550.33461 Ha. Number 3: calculated total energy -2640.41896 Ha.